13
Properties=species:S:1:pos:R:3:forces:R:3:lowdin_charge:R:1 method="wB97M-V/def2-TZVPD" e_lumo_ev=0.021 multiplicity=1 homo_energy_ev=-9.0 homo_lumo_gap_ha=0.331 max_force_ev_per_a=7.80 charge=0 de_lowest_kj_mol=652.9 energy_ev=-10740.84756
C -0.577461 0.032314 0.601697 1.9 0.7 0.7 -0.301
C 1.728747 -0.192512 -0.302301 1.6 -0.3 0.0 -0.304
C 1.466413 -0.340373 -1.570760 -0.4 1.8 -6.1 -0.046
C -1.292886 0.586572 1.830234 1.8 -1.9 -1.9 -0.143
H -3.179275 -0.330068 -0.762436 2.6 4.4 3.1 0.299
H 1.185013 -0.234347 1.635026 -0.6 0.0 -0.9 0.152
H 2.741629 -0.101284 0.107670 -0.3 0.1 -0.4 0.117
H 2.327059 0.045542 -2.474411 -2.6 -1.7 3.1 0.134
H 0.338499 -0.409581 -1.989969 3.1 0.0 1.2 0.079
N -1.236226 -0.034019 -0.486627 -0.4 0.6 1.4 0.003
N 0.804531 -0.260726 0.678716 -2.5 0.4 3.5 0.028
N -1.828841 0.677741 2.833013 -0.3 0.5 1.0 0.168
O -2.477201 0.560740 -0.099852 -3.8 -4.8 -4.8 -0.185



27
Properties=species:S:1:pos:R:3:forces:R:3:lowdin_charge:R:1 method="wB97M-V/def2-TZVPD" e_lumo_ev=3.138 multiplicity=1 homo_energy_ev=-5.5 smiles="O=[P@]1([O-])O[C@@H](CO)[C@H](O)[C@@H](O)[C@H](O)[C@@H]1O" homo_lumo_gap_ha=0.318 max_force_ev_per_a=3.62 charge=-1 de_lowest_kj_mol=0.0 energy_ev=-32087.60421
O -0.959203 -2.867823 1.146216 -0.5 0.2 0.4 -0.349
P -0.198188 -2.089128 0.130242 0.4 -1.2 -0.1 0.610
O 0.566155 -2.727660 -0.968581 0.3 0.2 -0.3 -0.346
O 1.304424 -1.391199 1.224254 -3.1 -0.7 -1.6 -0.194
C 1.688195 -0.123121 0.830662 0.5 0.9 -0.4 -0.387
C 3.058833 -0.202691 0.123712 0.1 0.3 0.5 -0.233
O 3.087332 -1.167923 -0.887116 -0.3 -0.3 -0.3 -0.069
C 0.667024 0.532360 -0.143271 0.1 -0.1 0.4 -0.327
O 1.075707 1.818899 -0.534772 0.0 0.4 -0.1 -0.010
C -0.760611 0.594560 0.442199 -0.4 0.0 -0.2 -0.301
O -0.976164 1.877247 1.002061 0.0 0.2 0.1 -0.028
C -1.853326 0.322855 -0.638070 0.3 0.0 0.1 -0.309
O -3.077527 0.875640 -0.179108 -0.3 0.1 0.0 -0.043
C -2.011855 -1.176960 -0.877763 2.9 0.1 1.6 -0.224
O -3.024228 -1.721017 -0.110514 -0.2 0.0 0.1 -0.085
H 1.786691 0.529077 1.720722 0.0 0.0 -0.2 0.152
H 3.825356 -0.434914 0.882214 -0.1 0.1 0.0 0.112
H 3.283714 0.767576 -0.331449 0.1 0.0 0.2 0.110
H 2.383258 -1.814986 -0.694915 0.1 -0.2 -0.2 0.043
H 0.673685 -0.098567 -1.040640 0.0 0.1 0.0 0.138
H 0.603565 2.434125 0.052070 0.0 -0.1 -0.2 0.087
H -0.871384 -0.153850 1.243420 -0.1 0.1 -0.1 0.136
H -1.927577 2.030053 0.871304 0.1 0.0 0.1 0.091
H -1.577869 0.861712 -1.552323 0.0 -0.1 0.1 0.157
H -3.551375 0.111299 0.196073 0.0 0.1 0.0 0.091
H -2.000870 -1.515823 -1.907431 0.1 -0.1 -0.1 0.114
H -2.560678 -2.309137 0.535126 0.1 -0.1 0.2 0.062



30
Properties=species:S:1:pos:R:3:forces:R:3:lowdin_charge:R:1 method="wB97M-V/def2-TZVPD" e_lumo_ev=-9.065 multiplicity=1 homo_energy_ev=-15.5 homo_lumo_gap_ha=0.237 max_force_ev_per_a=5.18 charge=+2 de_lowest_kj_mol=363.9 energy_ev=-26367.35416
C -4.480247 1.194096 -0.942976 1.9 -1.4 1.2 0.035
C -3.371625 0.599572 -1.652587 -1.8 -0.1 0.1 -0.017
C -4.623824 0.915270 0.433352 0.1 0.5 1.0 -0.011
C -2.449225 -0.209980 -1.044848 -0.5 0.3 1.2 0.024
C -3.711946 0.031056 1.102375 -1.4 1.8 0.6 0.037
C -2.599923 -0.439264 0.372965 -1.1 0.2 0.4 -0.262
C 1.409930 -1.165764 0.046464 4.3 -1.3 0.3 -0.420
C 4.743946 1.200436 -1.262699 2.4 -0.3 -1.8 -0.087
C 4.522379 0.809768 0.188481 -0.2 -1.2 -2.6 -0.160
N 2.676107 -0.763644 0.177339 -4.7 -2.0 -0.7 0.006
N -1.612805 -0.962767 1.126776 1.1 -0.4 -1.8 0.030
N -1.788448 -1.541962 2.205898 -1.0 0.2 1.6 0.186
N 3.087731 0.457610 0.355945 1.1 2.6 1.0 0.001
S 0.827123 -2.820684 -0.059260 -1.6 2.5 -0.2 0.871
H -5.155684 1.850841 -1.460789 -0.2 0.1 0.0 0.126
H -3.455434 0.690872 -2.723487 0.6 0.1 -0.2 0.125
H -5.366049 1.544929 1.017672 0.8 -1.3 -0.7 0.149
H -1.710416 -0.763238 -1.599564 0.3 0.1 -0.2 0.114
H -3.746952 -0.095957 2.275438 -0.2 0.6 -2.7 0.159
H 0.709575 -0.423840 0.064364 -1.7 2.0 0.0 0.041
H 5.666457 1.810829 -1.475775 -0.6 -0.8 0.7 0.111
H 4.752010 0.432802 -2.111696 -0.1 0.3 1.7 0.113
H 4.007167 1.856330 -1.546519 -2.0 1.8 -0.7 0.030
H 4.834688 1.588393 0.834331 -0.1 0.6 0.9 0.117
H 5.145766 -0.050358 0.299228 0.2 -0.8 1.0 0.114
H 3.341421 -1.460148 0.187389 2.2 -1.8 0.1 0.149
H -2.747261 -1.617962 2.642586 1.2 -0.2 -0.4 0.178
H -0.937521 -1.712031 2.746401 -0.4 -0.3 0.0 0.171
H 2.457729 1.112631 -0.069811 -0.1 0.5 0.0 0.151
H -0.424672 -2.067826 -0.126999 1.6 -2.1 0.0 -0.079



75
Properties=species:S:1:pos:R:3:forces:R:3:lowdin_charge:R:1 method="wB97M-V/def2-TZVPD" e_lumo_ev="-1.649 / -2.078" multiplicity=2 homo_energy_ev="-7.6 / -7.6" homo_lumo_gap_ha="0.220 / 0.203" max_force_ev_per_a=0.28 charge=0 de_lowest_kj_mol=23.2 energy_ev=-425937.88755
Ru -1.795039 -2.263714 -0.929799 0.1 -0.1 -0.2 0.539
C -0.851472 1.030728 -3.798244 0.0 0.0 0.0 -0.057
C -0.769047 -0.110734 -2.794997 0.0 0.0 0.0 -0.262
N -2.058115 -0.791480 -2.457377 -0.1 0.0 0.0 -0.261
C -2.770193 -1.215575 -3.711675 0.0 0.0 0.0 -0.283
C -1.967642 -2.010123 -4.716362 0.0 0.0 0.0 -0.120
C -3.007675 0.168785 -1.805613 0.0 0.0 0.0 -0.168
C -2.659335 0.428029 -0.364841 0.0 0.0 0.0 -0.206
N -2.575148 -0.881062 0.249367 0.0 -0.1 0.0 -0.150
C -2.481852 -1.062420 1.605031 0.0 0.1 0.1 -0.206
C -2.237538 -2.360557 2.059354 0.0 0.0 0.1 -0.175
F -2.019105 -3.316352 1.100152 0.0 -0.1 0.0 -0.060
C -2.196373 -2.710283 3.385393 0.0 0.0 0.0 -0.216
F -1.959704 -3.980549 3.720169 0.0 0.0 0.0 0.112
C -2.396099 -1.754612 4.365520 0.0 0.0 0.0 0.062
C -2.609620 -0.457476 3.948549 0.0 0.0 0.0 -0.226
F -2.775195 0.508868 4.857138 0.0 0.0 0.0 0.103
C -2.644089 -0.104482 2.612227 0.0 0.0 0.0 -0.140
F -2.817608 1.194858 2.299941 0.0 0.0 0.0 0.083
H 0.167246 1.369887 -3.985522 0.0 0.0 0.0 0.081
H -1.404374 1.891907 -3.420546 0.0 0.0 0.0 0.074
H -1.274474 0.730523 -4.756564 0.0 0.0 0.0 0.071
H -0.355813 0.261881 -1.861540 0.0 0.0 0.0 0.046
H -0.092087 -0.883228 -3.158535 0.0 0.0 0.0 0.022
H -3.140264 -0.301084 -4.185341 0.0 0.0 0.0 0.117
H -3.641065 -1.782287 -3.388210 0.0 0.0 0.0 0.077
H -1.132698 -1.449261 -5.131774 0.0 0.0 0.0 0.062
H -2.634070 -2.283272 -5.536288 0.0 0.0 0.0 0.091
H -1.561236 -2.926959 -4.299225 0.0 0.0 0.0 -0.018
H -3.992022 -0.300121 -1.839387 0.0 0.0 0.0 0.127
H -3.050029 1.091843 -2.385761 0.0 0.0 0.0 0.122
H -3.455810 1.030078 0.075282 0.0 0.0 0.0 0.132
H -1.730198 0.993385 -0.272932 0.0 0.0 0.0 0.082
H -2.363227 -2.009318 5.414142 0.0 0.0 0.0 0.140
Se 1.471745 -3.103132 -3.755649 0.0 0.0 0.0 -0.007
Sb 0.325685 -3.678477 -1.766237 0.0 0.1 0.1 -0.035
Se -2.594184 -4.112861 -2.036435 -0.3 -0.1 0.0 0.274
Se 0.405042 -1.664477 0.129131 0.1 0.0 0.1 0.312
Se 0.733788 -5.544430 -0.385708 0.0 0.0 0.0 -0.079
C 4.013419 -0.636999 -1.613838 0.0 0.0 0.0 -0.243
Ge 3.725119 -0.199336 0.269165 0.0 0.0 0.0 0.669
C 4.004222 -1.788706 1.372341 0.0 0.0 0.0 -0.242
C 4.889982 1.265266 0.848864 0.0 0.0 0.0 -0.249
Ge 1.414122 0.452765 0.658530 0.0 0.1 0.0 0.644
C 0.817280 2.040210 -0.313824 0.0 0.0 0.0 -0.357
C 1.495750 2.423333 -1.470873 0.0 0.0 0.0 -0.124
C 1.144088 3.578124 -2.156145 0.0 0.0 0.0 -0.088
C 0.103892 4.369338 -1.689598 0.0 0.0 0.0 -0.083
C -0.577801 4.004928 -0.535743 0.0 0.0 0.0 -0.072
C -0.220483 2.851119 0.148318 0.0 0.0 0.0 -0.137
C 1.039825 0.688823 2.564265 0.0 0.0 0.0 -0.350
C 0.854813 -0.414733 3.397485 0.0 0.0 0.0 -0.139
C 0.715587 -0.251375 4.768462 0.0 0.0 0.0 -0.087
C 0.751739 1.018440 5.327089 0.0 0.0 0.0 -0.082
C 0.940063 2.124039 4.510555 0.0 0.0 0.0 -0.079
C 1.091467 1.958796 3.140607 0.0 0.0 0.0 -0.116
H 4.986417 -1.118910 -1.724379 0.0 0.0 0.0 0.026
H 4.002852 0.251028 -2.246429 0.0 0.0 0.0 0.009
H 3.247611 -1.327546 -1.970809 0.0 0.0 0.0 -0.037
H 5.041891 -2.115705 1.290194 0.0 0.0 0.0 0.023
H 3.357515 -2.601637 1.039219 0.0 0.0 0.0 0.009
H 3.788384 -1.578085 2.420314 0.0 0.0 0.0 0.017
H 5.935362 0.966334 0.758008 0.0 0.0 0.0 0.018
H 4.694062 1.522527 1.890219 0.0 0.0 0.0 0.015
H 4.729897 2.153114 0.236264 0.0 0.0 0.0 0.012
H 2.309970 1.811435 -1.845422 0.0 0.0 0.0 0.085
H 1.683030 3.861143 -3.051808 0.0 0.0 0.0 0.108
H -0.169740 5.273377 -2.218716 0.0 0.0 0.0 0.104
H -1.383577 4.624637 -0.162130 0.0 0.0 0.0 0.107
H -0.756917 2.585395 1.053189 0.0 0.0 0.0 0.094
H 0.809721 -1.412173 2.973849 0.0 0.0 0.0 0.070
H 0.574959 -1.119565 5.400424 0.0 0.0 0.0 0.107
H 0.632664 1.146635 6.395387 0.0 0.0 0.0 0.105
H 0.971215 3.117585 4.939717 0.0 0.0 0.0 0.104
H 1.250493 2.833933 2.520411 0.0 0.0 0.0 0.096